Computed, not measured: a molecular structure, C22H63FeN3O12S, with ωB97M-V/def2-TZVPD.

The expectation value of S² is 8.756. Its electronic energy is -98089.976 eV. The value obtained for the orbital gap (alpha / beta) is 8.5 / 6.6 eV.

Geometry as ORCA input:
```
! wB97M-V def2-TZVPD RIJCOSX def2/J DEFGRID3
* xyz 1 6
Fe 1.348 -0.067 0.802
S -0.969 -0.645 -0.308
O -1.634 0.285 -1.227
O -1.687 -1.866 -0.107
O 0.442 -0.869 -0.600
O -0.557 -0.002 0.918
C 3.051 -2.905 -0.921
C 3.771 -1.903 0.011
C 5.231 -1.673 -0.336
O 5.779 -0.617 0.421
C 7.176 -0.448 0.246
N 3.137 -0.598 -0.083
H 2.288 -3.501 -0.422
H 3.699 -3.686 -1.319
H 2.577 -2.541 -1.833
H 3.636 -2.228 1.043
H 5.306 -1.354 -1.375
H 5.778 -2.591 -0.119
H 7.474 -0.083 -0.737
H 7.801 -1.300 0.512
H 7.495 0.246 1.024
H 3.977 -0.056 0.065
H 3.051 -0.547 -1.088
C 2.217 -0.075 4.891
C 2.310 -0.609 3.477
C 1.115 -1.507 3.214
O 1.129 -1.822 1.787
C 0.573 -3.150 1.666
N 2.310 0.440 2.495
H 1.242 0.326 5.168
H 2.842 0.757 5.215
H 2.325 -0.778 5.717
H 3.177 -1.264 3.389
H 0.139 -1.054 3.392
H 1.173 -2.355 3.896
H -0.288 -3.408 2.282
H 1.349 -3.906 1.784
H 0.203 -3.231 0.644
H 1.918 1.222 3.000
H 3.283 0.710 2.487
C 1.250 4.310 -0.058
C 1.289 3.108 0.848
C 0.058 3.045 1.689
O 0.154 1.957 2.557
C -0.992 1.721 3.387
N 1.513 1.901 0.029
H 2.125 4.407 -0.699
H 1.274 5.273 0.452
H 0.396 4.200 -0.727
H 2.155 3.197 1.503
H -0.824 2.906 1.064
H -0.194 3.956 2.232
H -1.268 2.552 4.037
H -0.755 0.821 3.955
H -1.786 1.476 2.682
H 0.845 2.108 -0.700
H 2.312 2.196 -0.515
C 1.385 3.135 -3.924
C 0.113 2.260 -3.673
O -0.091 2.025 -2.254
H 1.599 3.078 -4.991
H 2.309 2.767 -3.479
H 1.111 4.146 -3.623
H 0.246 1.292 -4.156
H -0.728 2.710 -4.199
H -0.840 1.448 -2.088
C -5.353 -0.206 -3.923
C -4.343 -0.301 -2.831
O -3.008 -0.334 -3.355
H -5.354 -1.037 -4.628
H -5.263 0.743 -4.452
H -6.356 -0.291 -3.505
H -4.514 -1.189 -2.223
H -4.458 0.575 -2.192
H -2.394 -0.217 -2.626
C -3.884 -1.058 2.312
C -3.047 -2.205 2.844
O -3.039 -3.181 1.810
H -3.880 -0.165 2.938
H -4.915 -1.372 2.148
H -3.510 -0.647 1.374
H -3.593 -2.595 3.703
H -2.047 -1.935 3.184
H -2.664 -2.744 1.042
C -1.013 -4.546 -3.582
C -2.060 -4.077 -2.548
O -1.586 -4.224 -1.213
H -1.011 -5.633 -3.656
H -0.030 -4.270 -3.201
H -1.104 -4.058 -4.552
H -2.977 -4.630 -2.750
H -2.417 -3.073 -2.777
H -1.560 -3.354 -0.809
C -4.250 4.329 -0.203
C -3.250 3.485 -0.952
O -3.171 2.275 -0.198
H -4.052 4.431 0.864
H -5.247 3.899 -0.298
H -4.288 5.316 -0.664
H -2.256 3.913 -0.822
H -3.418 3.320 -2.016
H -2.538 1.721 -0.662
*
```

Here are the Löwdin charges for atoms 1 to 2, given in e:
1. Fe 1.0202
2. S 0.3977

Computed, not measured: a molecular structure, C22H66BCaF4O11, with ωB97M-V/def2-TZVPD.

The expectation value of S² is 0.750. Its electronic energy is -76396.878 eV. The value obtained for the orbital gap (alpha / beta) is 3.1 / 9.6 eV.

Geometry as ORCA input:
```
! wB97M-V def2-TZVPD RIJCOSX def2/J DEFGRID3
* xyz 0 2
Ca -8.472 8.096 16.858
B -5.883 7.124 17.222
F -6.355 8.400 17.304
F -6.841 6.365 16.626
F -4.784 7.169 16.411
F -5.575 6.584 18.442
C -7.549 10.408 13.238
C -7.064 10.206 14.660
O -8.154 10.000 15.532
H -6.657 10.489 12.616
H -8.207 11.276 13.194
H -8.193 9.574 12.959
H -6.357 10.977 14.965
H -6.648 9.199 14.700
H -8.608 10.846 15.539
C -6.233 8.776 21.133
C -7.223 8.203 22.140
O -8.425 8.107 21.504
H -6.597 9.742 20.780
H -6.064 8.121 20.278
H -5.308 9.068 21.630
H -7.337 8.835 23.020
H -6.962 7.220 22.532
H -9.090 8.140 22.195
C -1.968 9.426 15.131
C -2.706 9.829 13.836
O -2.293 11.109 13.491
H -0.891 9.428 14.961
H -2.290 8.412 15.368
H -2.234 10.105 15.942
H -3.781 9.870 14.010
H -2.540 9.139 13.010
H -2.697 11.308 12.643
C -4.233 6.362 13.074
C -5.681 5.886 12.890
O -6.506 6.998 12.805
H -4.149 7.091 13.881
H -3.904 6.892 12.181
H -3.648 5.463 13.272
H -5.971 5.199 13.684
H -5.736 5.337 11.950
H -6.222 7.531 12.060
C -4.745 3.531 22.112
C -4.975 4.858 21.425
O -4.657 4.687 20.062
H -3.796 3.104 21.787
H -5.542 2.811 21.926
H -4.726 3.689 23.190
H -4.426 5.643 21.944
H -6.048 5.053 21.420
H -4.992 5.461 19.604
C -10.199 11.217 18.902
C -9.262 10.074 19.415
O -8.325 9.864 18.417
H -9.637 12.143 18.778
H -10.998 11.456 19.603
H -10.717 10.976 17.973
H -9.852 9.160 19.484
H -8.877 10.392 20.384
H -7.733 10.610 18.538
C -2.547 10.935 19.032
C -3.757 10.100 18.530
O -3.491 8.759 18.782
H -2.503 11.080 20.111
H -2.652 11.950 18.648
H -1.635 10.571 18.559
H -3.884 10.276 17.462
H -4.642 10.346 19.117
H -4.040 8.264 18.170
C -6.559 2.387 18.388
C -6.213 2.916 17.072
O -5.154 2.167 16.517
H -5.791 2.490 19.154
H -6.813 1.327 18.355
H -7.397 2.963 18.780
H -6.099 3.995 17.172
H -7.085 2.752 16.440
H -4.331 2.460 16.914
C -9.265 4.920 14.254
C -9.536 6.400 13.972
O -8.550 7.169 14.635
H -8.251 4.666 13.944
H -9.956 4.389 13.600
H -9.345 4.733 15.325
H -10.556 6.641 14.271
H -9.628 6.604 12.905
H -7.735 7.093 14.135
C -9.844 5.376 20.253
C -8.789 5.597 19.169
O -8.638 6.993 18.956
H -9.510 5.667 21.249
H -10.119 4.323 20.192
H -10.771 5.918 20.064
H -9.096 5.057 18.273
H -7.851 5.127 19.465
H -8.527 7.415 19.811
C -1.805 5.382 17.349
C -2.751 4.314 16.924
O -2.912 3.328 18.004
H -0.784 4.999 17.345
H -2.072 5.818 18.312
H -1.786 6.205 16.635
H -2.446 3.754 16.040
H -3.723 4.755 16.704
H -3.286 3.724 18.795
*
```

Here are the Löwdin charges for atoms 1 to 2, given in e:
1. Ca 1.2562
2. B -1.5052